The following is a DFT calculation (ωB97M-V/def2-TZVPD) of a 22-piece molecular cluster, C64H184N12O30 overall in a non-equilibrium geometry.

```
290
Properties=species:S:1:pos:R:3:forces:R:3
C 5.900 3.765 -1.327 1.660 -1.600 1.060
C 5.131 2.486 -0.855 -0.093 1.263 -3.081
C 5.069 1.540 -2.081 -1.585 -0.779 0.816
O 3.974 1.941 -2.939 1.310 0.275 1.101
C 4.082 1.499 -4.259 -2.058 -2.068 -1.274
N 5.808 1.796 0.163 0.659 -0.875 1.029
H 5.842 4.016 -2.375 -0.413 0.077 -0.260
H 6.938 3.356 -1.149 -0.453 1.011 -0.533
H 5.815 4.640 -0.689 -0.327 0.119 0.081
H 4.157 2.762 -0.527 -1.109 -0.046 0.093
H 4.832 0.522 -1.687 0.101 0.486 -0.283
H 6.044 1.433 -2.588 -0.292 0.515 -0.106
H 4.287 2.307 -4.930 0.529 0.586 -0.425
H 3.029 1.127 -4.589 1.628 0.521 0.558
H 4.767 0.626 -4.427 -0.404 0.817 0.410
H 6.712 1.604 -0.229 0.738 -0.635 0.060
H 6.022 2.430 0.905 0.041 0.384 0.945
C -3.702 6.213 4.469 -0.716 -1.753 -0.020
C -4.150 6.382 5.883 -0.807 -0.574 1.009
C -4.292 5.067 6.660 -0.612 0.725 -0.356
O -5.195 4.243 5.939 -0.160 0.163 0.410
C -5.522 3.079 6.648 2.011 -0.258 0.849
N -3.220 7.116 6.730 1.913 0.528 -0.785
H -4.369 5.492 3.997 -0.067 -0.181 -0.088
H -2.711 5.774 4.395 0.332 0.374 -0.013
H -3.860 7.098 3.924 0.447 1.359 -0.780
H -5.189 6.842 5.877 1.255 -0.197 0.212
H -4.658 5.418 7.683 0.380 -1.058 -1.033
H -3.307 4.561 6.705 -0.285 0.187 0.368
H -6.041 2.408 5.983 0.018 -0.335 -0.173
H -6.146 3.292 7.514 -0.171 0.084 0.164
H -4.525 2.636 7.058 -1.660 0.171 -0.684
H -2.230 6.974 6.352 -1.720 -0.020 0.743
H -3.372 8.095 6.586 -0.050 0.703 0.119
C -5.243 -3.962 3.738 -0.585 1.070 -2.271
C -3.806 -3.435 3.833 -0.256 -0.253 -0.334
C -3.773 -2.003 4.336 0.022 1.075 -0.110
O -2.451 -1.456 4.195 -0.065 -0.127 0.779
C -2.346 -0.186 4.815 -1.898 1.273 -0.694
N -3.125 -4.404 4.675 -0.519 -0.258 2.189
H -5.310 -4.880 3.128 0.189 0.262 0.594
H -5.927 -3.243 3.234 0.574 -0.158 -0.108
H -5.747 -4.060 4.667 0.070 -0.543 1.235
H -3.282 -3.431 2.831 -0.673 -0.173 0.849
H -4.144 -1.897 5.370 0.379 -0.373 0.094
H -4.451 -1.332 3.778 0.049 -0.352 -0.221
H -1.410 0.311 4.605 0.432 -0.392 -0.234
H -2.524 -0.165 5.893 0.184 -0.608 0.232
H -3.173 0.502 4.423 0.878 -0.711 0.152
H -2.152 -4.200 4.749 0.824 0.223 -0.046
H -3.482 -4.375 5.692 0.489 0.038 -2.162
C -4.508 3.151 -0.283 -1.367 -2.388 -2.110
C -5.862 2.857 0.493 1.199 1.089 -0.401
C -5.609 2.151 1.815 1.439 1.223 1.014
O -4.683 1.082 1.832 -0.778 -0.489 0.301
C -5.275 -0.123 1.382 -0.054 0.474 -0.929
N -6.588 4.126 0.733 -0.062 0.356 0.114
H -4.016 3.894 0.237 1.365 1.529 1.169
H -4.620 3.527 -1.357 -0.419 -0.404 1.480
H -3.829 2.233 -0.405 -1.088 1.167 0.617
H -6.521 2.252 -0.088 -0.410 -0.453 -0.734
H -6.562 1.935 2.289 -0.284 -0.561 0.072
H -5.120 2.874 2.492 -0.262 0.125 -0.223
H -5.446 -0.022 0.299 -0.119 -0.509 0.187
H -6.204 -0.399 1.885 -0.260 0.429 0.164
H -4.607 -0.932 1.587 0.668 -0.453 -0.104
H -7.498 4.004 1.191 0.655 -0.081 -0.259
H -6.073 4.874 1.231 -0.198 -1.050 -0.377
C -5.989 -3.754 -0.076 -0.330 0.562 -1.098
C -6.703 -2.912 -1.192 0.748 0.328 1.631
C -7.919 -2.163 -0.599 1.092 0.596 -0.805
O -8.721 -3.082 0.106 0.024 1.132 0.199
C -9.971 -2.454 0.325 -0.208 -0.694 -0.773
N -5.811 -1.900 -1.817 -0.543 -0.788 0.674
H -5.832 -3.181 0.844 -0.414 -0.271 0.018
H -4.999 -4.075 -0.400 0.027 -0.011 -0.215
H -6.593 -4.667 0.017 0.191 0.349 0.710
H -7.031 -3.653 -1.905 -0.327 -0.125 -0.492
H -8.549 -1.694 -1.409 0.624 -0.344 0.392
H -7.491 -1.267 -0.005 -0.825 -1.419 -0.326
H -9.870 -1.460 0.735 0.202 0.357 0.501
H -10.511 -3.107 1.012 -0.326 0.222 -0.288
H -10.457 -2.299 -0.674 -0.131 -0.397 0.809
H -6.131 -1.908 -2.768 0.534 0.466 -0.658
H -4.840 -2.215 -1.781 -0.347 0.113 -0.312
C 2.302 -1.747 -5.182 0.494 -0.462 0.604
C 1.185 -1.464 -6.157 -0.734 0.413 0.408
C 0.973 -2.383 -7.347 0.690 0.740 1.067
O 2.215 -2.569 -7.956 0.729 0.189 -1.251
C 2.261 -2.854 -9.367 -0.555 -1.418 1.404
N -0.099 -1.276 -5.432 -0.837 0.061 -0.073
H 2.196 -1.018 -4.343 0.256 -0.634 -0.548
H 3.331 -1.659 -5.612 -1.112 0.054 0.215
H 2.210 -2.775 -4.769 0.021 0.483 -0.084
H 1.382 -0.500 -6.579 0.248 0.871 -0.310
H 0.186 -1.864 -7.900 0.121 -0.581 -0.703
H 0.683 -3.318 -6.930 -0.965 -1.137 0.039
H 1.309 -3.307 -9.696 0.366 -0.013 0.066
H 3.092 -3.577 -9.510 -0.520 0.556 -0.111
H 2.404 -1.961 -9.918 0.342 0.941 -0.626
H -0.861 -1.086 -6.087 0.367 0.223 -0.301
H -0.497 -2.109 -5.003 0.874 -0.309 0.122
C 1.906 -6.538 -3.832 -0.781 -0.246 1.540
C 0.933 -6.696 -2.584 3.222 -3.505 -1.786
C 0.559 -5.410 -2.034 -0.997 0.505 1.156
O -0.200 -4.789 -3.030 -0.688 0.874 -0.387
C -1.084 -3.737 -2.643 0.331 0.296 -1.846
N -0.135 -7.597 -2.985 -0.471 0.086 2.818
H 1.510 -5.949 -4.637 -0.594 0.223 -0.386
H 2.196 -7.513 -4.175 0.051 -0.458 -0.256
H 2.787 -6.031 -3.507 0.771 0.386 0.291
H 1.544 -7.341 -1.843 -0.688 1.465 -0.622
H 1.468 -4.855 -1.711 -0.709 0.087 -0.047
H -0.128 -5.637 -1.212 0.282 0.446 0.571
H -2.092 -4.017 -2.328 0.137 -0.520 0.070
H -1.168 -3.117 -3.571 -0.163 -0.358 0.889
H -0.623 -3.123 -1.920 0.422 0.731 1.075
H -0.399 -7.504 -3.925 -0.829 0.318 -1.077
H -0.903 -7.539 -2.274 0.537 -0.281 -1.503
C 3.569 2.226 2.935 0.116 0.030 -0.155
C 4.616 2.029 4.036 0.158 -1.905 -0.107
C 5.508 3.204 4.180 -1.131 2.002 0.009
O 6.423 3.192 3.122 0.372 0.235 -0.584
C 7.363 4.224 3.267 0.885 0.653 -0.659
N 3.983 1.669 5.330 -1.061 0.539 -0.533
H 2.871 3.056 3.189 0.357 -0.610 -0.102
H 2.998 1.292 2.735 0.394 0.673 0.131
H 4.119 2.500 2.004 -0.606 -0.160 0.590
H 5.311 1.221 3.680 -0.835 0.150 0.676
H 6.074 3.225 5.113 -0.204 -0.133 0.308
H 4.789 4.126 4.143 1.453 -0.882 0.141
H 7.823 4.474 2.280 -0.203 -0.630 0.643
H 8.179 3.997 4.007 -0.813 0.093 -0.536
H 6.839 5.141 3.534 0.057 0.224 0.415
H 3.623 2.510 5.792 0.086 -0.246 -0.286
H 4.581 1.223 5.995 0.813 -0.171 0.117
C 1.064 7.056 4.137 3.714 0.795 -0.631
C 1.404 6.307 5.408 1.218 1.058 0.196
C 0.931 4.857 5.423 0.565 0.246 0.829
O -0.465 4.678 5.647 0.674 0.420 -0.394
C -0.744 3.317 5.444 1.131 -0.399 -0.518
N 2.906 6.267 5.493 -0.796 -0.345 -2.113
H 1.736 8.006 4.130 -1.349 -1.274 -0.002
H 0.080 7.350 4.084 -2.302 0.537 -0.251
H 1.387 6.515 3.218 -0.473 0.200 0.740
H 1.093 6.957 6.244 -0.629 -0.750 -0.025
H 1.550 4.330 6.203 -0.663 0.132 -0.558
H 1.180 4.453 4.433 0.247 -0.104 0.356
H -1.715 3.144 5.100 -1.950 0.216 -0.168
H -0.584 2.738 6.335 0.243 -0.357 0.547
H -0.142 2.902 4.619 0.233 0.005 0.301
H 3.320 7.111 5.120 -0.298 0.070 -0.591
H 3.212 6.322 6.408 0.460 -0.457 2.553
C 5.344 -4.428 -1.357 1.386 0.533 -0.552
C 5.884 -3.250 -2.245 0.170 -1.663 1.665
C 4.890 -2.936 -3.304 1.119 -0.520 -1.523
O 5.378 -1.918 -4.175 0.164 0.183 -0.479
C 5.886 -2.369 -5.430 -1.039 0.450 0.764
N 6.226 -2.166 -1.331 -0.059 0.543 -0.193
H 4.539 -4.027 -0.752 -0.359 -0.205 0.167
H 6.159 -4.788 -0.681 -0.707 0.289 -0.530
H 5.020 -5.244 -2.007 -0.159 -0.050 0.269
H 6.780 -3.594 -2.770 0.307 0.124 0.266
H 4.044 -2.554 -2.807 -1.628 0.337 0.204
H 4.726 -3.850 -3.924 -0.466 0.486 0.583
H 5.132 -2.758 -6.091 -0.773 -0.508 -0.053
H 6.669 -3.072 -5.360 1.014 -0.995 0.416
H 6.253 -1.525 -5.944 0.628 1.239 -0.397
H 6.414 -1.353 -1.899 0.254 0.341 -0.059
H 5.461 -1.874 -0.706 0.129 -0.535 -0.420
C 0.995 -0.512 -1.723 -0.291 -1.208 0.758
C 0.601 0.208 -0.436 0.080 0.285 -0.185
C 0.320 -0.689 0.762 -0.844 -0.362 0.055
O -0.720 -1.634 0.468 -0.500 0.099 0.228
C -2.073 -1.189 0.734 0.567 0.427 -0.323
N 1.716 1.078 -0.094 0.600 0.156 -0.248
H 0.162 -1.148 -2.038 0.147 -0.003 0.006
H 1.861 -1.164 -1.495 -0.167 0.300 -0.415
H 1.164 0.168 -2.556 0.314 0.116 0.263
H -0.279 0.781 -0.690 -0.621 0.359 0.112
H 0.029 -0.144 1.693 0.439 -0.017 -0.749
H 1.197 -1.297 0.959 0.193 -0.035 0.120
H -2.099 -0.101 0.574 -0.325 -0.192 -0.469
H -2.393 -1.281 1.785 0.404 -0.585 -0.250
H -2.728 -1.750 0.032 0.292 0.539 0.553
H 2.010 1.492 -0.973 0.194 0.439 0.161
H 1.503 1.829 0.562 -0.014 -0.125 -0.166
C -0.932 3.628 -0.326 -0.915 -0.376 1.048
C -0.746 3.420 1.206 0.678 1.224 -0.143
C 0.355 4.408 1.711 -2.197 -1.731 0.739
O 1.546 4.053 1.172 1.028 -0.530 -0.399
C 2.593 4.978 1.397 -1.805 0.535 1.002
N -1.928 3.819 1.968 -0.853 -0.888 -0.479
H -0.001 3.498 -0.821 1.131 0.651 -0.402
H -1.486 4.560 -0.578 0.714 -0.454 0.303
H -1.476 2.811 -0.768 -0.809 -0.445 0.036
H -0.346 2.412 1.437 -0.456 0.106 -0.201
H 0.321 4.343 2.826 0.315 0.132 -0.514
H -0.011 5.369 1.436 0.069 1.349 -0.357
H 3.392 4.533 0.833 0.719 0.700 -0.209
H 2.793 4.992 2.510 0.240 0.280 -1.069
H 2.172 5.994 1.075 1.275 -1.061 0.162
H -1.674 4.032 2.926 -0.266 -0.273 0.027
H -2.699 3.120 1.930 0.947 0.695 0.213
O -1.154 -4.964 -5.484 -0.086 -2.447 -0.330
H -0.960 -5.814 -5.996 -0.378 1.808 0.901
H -1.219 -5.307 -4.545 0.498 0.697 -1.008
O 3.914 -0.475 0.798 -1.276 -1.311 -0.344
H 4.686 0.042 0.947 1.028 1.347 -0.184
H 3.225 0.022 0.285 0.226 0.294 0.583
C 2.079 -1.707 5.019 0.158 -0.254 0.714
C 1.552 -1.101 3.751 -0.064 0.624 -0.238
O 0.994 0.191 3.950 0.395 1.453 0.711
O 3.304 -1.170 5.543 -0.924 1.032 -0.265
H 2.369 -2.718 4.790 -0.363 -0.703 0.022
H 1.275 -1.666 5.801 0.611 -0.177 -0.578
H 0.642 -1.639 3.486 0.354 -0.612 -0.361
H 2.292 -1.080 2.915 -0.424 -0.227 0.661
H 1.611 0.804 4.411 -0.251 -0.709 -0.560
H 3.155 -0.202 5.631 0.446 -0.389 -0.068
C -2.000 1.361 -3.945 -0.705 -0.355 -0.506
C -2.839 0.601 -2.903 1.176 -0.528 -1.136
O -2.980 -0.813 -3.195 -0.997 0.669 -0.825
O -0.630 0.995 -3.899 -0.528 -0.048 -0.359
H -2.049 2.456 -3.746 -0.175 -0.734 -0.097
H -2.466 1.134 -4.963 0.662 0.475 0.913
H -3.705 1.190 -2.697 -1.355 -0.181 -0.155
H -2.271 0.649 -2.002 0.520 -0.251 0.884
H -3.623 -1.051 -3.938 1.186 0.765 1.371
H -0.522 0.132 -4.376 0.407 0.064 0.109
C 0.762 3.432 -6.108 0.021 2.465 0.958
C 0.301 3.891 -4.712 -0.563 -1.135 -0.282
O 0.955 3.224 -3.643 -0.086 0.208 -0.060
O 2.094 3.773 -6.505 -0.947 -0.647 -0.475
H 0.027 3.995 -6.703 0.304 -0.474 -0.677
H 0.612 2.387 -6.155 -0.152 -1.218 -0.363
H -0.825 3.690 -4.726 1.335 0.335 0.254
H 0.459 4.933 -4.525 0.060 0.795 -0.249
H 0.608 2.321 -3.693 -0.007 -0.405 0.303
H 2.548 4.228 -5.806 0.339 0.392 0.839
C -3.693 -2.750 -7.270 0.751 -0.852 -0.162
C -4.186 -3.434 -6.033 -2.038 -0.176 0.980
O -3.708 -2.866 -4.815 0.750 -0.315 -0.647
O -2.278 -2.786 -7.276 0.903 0.576 -0.278
H -3.944 -1.706 -7.367 -0.267 0.359 0.318
H -4.087 -3.257 -8.154 -0.163 -0.127 -0.044
H -3.975 -4.518 -6.074 0.220 0.363 -0.011
H -5.291 -3.357 -5.908 0.588 -0.033 -0.516
H -2.746 -3.016 -4.841 -0.301 0.191 0.291
H -1.863 -3.617 -6.994 -0.634 -0.023 0.078
C 5.738 -2.853 3.932 -0.097 2.151 0.605
C 5.501 -3.003 2.469 0.595 -0.257 -1.455
O 4.202 -2.790 1.970 -0.927 0.510 0.256
O 5.830 -1.463 4.379 1.837 -1.512 -1.036
H 6.703 -3.305 4.157 -0.150 -0.233 0.211
H 4.892 -3.296 4.466 0.310 -0.409 0.125
H 5.710 -4.079 2.352 0.054 0.135 -0.633
H 6.204 -2.406 1.833 -0.126 -0.539 0.731
H 4.013 -1.880 1.565 0.721 -0.901 0.513
H 4.945 -1.271 4.585 -2.065 0.836 0.749
C -2.975 -6.787 0.385 -2.515 0.650 0.957
C -4.079 -7.691 -0.221 -0.055 0.303 -0.013
O -3.812 -8.074 -1.564 0.173 0.471 -0.760
O -3.080 -5.512 -0.253 0.747 -0.278 -0.582
H -2.004 -7.256 0.318 0.385 -0.037 -0.093
H -3.297 -6.632 1.465 0.759 -0.407 -0.858
H -5.072 -7.180 -0.202 0.743 -0.118 0.328
H -4.175 -8.631 0.362 0.187 0.531 -0.337
H -3.898 -7.303 -2.172 0.078 -0.659 1.009
H -2.261 -4.985 -0.102 -0.532 -0.498 0.390
C 2.709 6.155 -2.018 1.100 2.520 -0.478
C 3.815 6.067 -3.119 -0.484 0.782 0.712
O 3.805 4.959 -3.953 -0.731 -1.065 -0.330
O 2.369 4.934 -1.509 -0.629 -1.059 -0.152
H 1.841 6.848 -2.367 0.940 -1.502 0.392
H 3.259 6.789 -1.257 -0.933 -0.787 -0.203
H 4.817 6.122 -2.662 -0.351 0.466 -0.068
H 3.528 6.925 -3.711 0.920 0.440 -0.532
H 3.758 4.169 -3.387 0.077 -0.158 -0.205
H 2.018 4.402 -2.257 -0.107 -0.022 0.508
C 1.254 -4.971 1.546 -1.725 1.347 -0.706
C -0.194 -4.630 2.011 0.520 -2.080 0.623
O -1.040 -4.202 0.965 1.220 0.556 0.103
O 1.840 -3.754 1.087 -0.840 -0.555 -0.103
H 1.180 -5.603 0.648 0.037 -0.419 0.579
H 1.768 -5.450 2.379 0.324 0.017 -0.117
H -0.191 -3.889 2.819 0.219 0.068 -0.060
H -0.568 -5.586 2.455 -0.230 0.690 -0.379
H -0.594 -3.347 0.724 -0.920 -0.152 -0.315
H 2.677 -3.658 1.520 1.331 0.511 0.396
```
Forces are in eV/Å.

The LUMO energy comes out at 0.300 eV. The calculation puts the HOMO-LUMO gap at 9.17 eV. The total energy is -148646.9613 eV.